Here is an isolated molecule of C3H4N2OS from the Open Molecules 2025 dataset. Energies are from ωB97M-V/def2-TZVPD.

```
11
Properties=species:S:1:pos:R:3
C -1.4723 -0.0728 0.0327
C 0.0539 1.3970 0.0907
C 0.6672 0.2031 -0.0303
H -3.4265 -0.2760 -0.0170
H -2.5474 -1.7462 0.2822
H 0.4690 2.3833 -0.0061
H 2.4030 -0.7881 1.1810
N -2.5745 -0.8040 -0.0640
N -1.3203 1.1871 -0.0168
O -0.3210 -0.7833 -0.0117
S 2.3401 -0.3220 -0.0837
```

## Properties
Frontier orbital gap = 9.149 eV
Structure (SMILES) = Nc1ncc(S)o1
HOMO = -8.43 eV
Max |F| = 2.1 eV Å⁻¹

Here are the Löwdin charges for atoms 1 to 8, given in e: -0.531, -0.118, -0.681, 0.112, 0.113, 0.108, -0.128, 0.178

Here is an isolated molecule of C7H10 from the Open Molecules 2025 dataset. Energies are from ωB97M-V/def2-TZVPD.

```
17
Properties=species:S:1:pos:R:3
C 0.2657 -1.3237 -0.5327
C 1.1191 -1.9465 -1.3501
C -0.3138 0.7024 0.7273
C 0.6419 -0.1144 0.2037
C 2.0840 0.1946 0.4542
C -2.4185 1.7696 0.2212
C -1.7080 0.6368 0.3544
H -0.7734 -1.5879 -0.4324
H 2.0907 -1.4961 -1.4947
H 0.7923 -2.6296 -2.1217
H -0.1140 1.3322 1.5887
H 2.5572 -0.6945 0.8976
H 2.6300 0.4413 -0.4598
H 2.2504 1.0676 1.0863
H -1.8391 2.6822 0.3861
H -3.3564 1.9494 -0.2813
H -2.2498 -0.2961 0.2857
```

## Properties
Frontier orbital gap = 8.932 eV
Structure (SMILES) = C=C/C=C(/C)C=C
HOMO = -8.21 eV
Max |F| = 2.2 eV Å⁻¹

Here are the Löwdin charges for atoms 1 to 8, given in e: -0.134, 0.029, -0.090, -0.297, -0.074, 0.007, -0.195, 0.087

Here is a structure of composition C19H44Cl2O2ReSi4Te from the Open Molecules 2025 dataset. Energies are from ωB97M-V/def2-TZVPD.

```
73
Properties=species:S:1:pos:R:3
C 0.3025 -1.5549 -4.4366
C 1.1742 -0.4475 -4.6417
C 0.3764 0.7632 -4.7272
C 2.6545 -0.6243 -4.5777
C -0.9942 0.4263 -4.4349
C -1.0410 -1.0490 -4.3291
C -2.2277 -1.9505 -4.4230
C 0.7859 -2.9619 -4.4033
C 0.9440 2.1379 -4.9612
C -2.1704 1.3560 -4.4950
Re 0.2203 -0.0543 -2.8424
Cl 1.6467 1.2542 -1.7927
Cl 0.7925 -1.8340 -1.2432
O -1.1989 0.6495 -1.4450
H 2.9452 -1.5086 -3.9615
H 3.1841 0.1903 -4.0437
H 3.1061 -0.7104 -5.5784
H 1.9989 2.1798 -4.6391
H 0.4208 2.9255 -4.3783
H 0.8732 2.3902 -6.0380
H -1.8890 2.3783 -4.2183
H -3.0196 1.0190 -3.8902
H -2.4820 1.4075 -5.5411
H -3.1663 -1.4352 -4.2399
H -2.2109 -2.7579 -3.7003
H -2.2474 -2.3756 -5.4329
H 1.8373 -2.9980 -4.1630
H 0.6172 -3.4338 -5.3758
H 0.3358 -3.5589 -3.6123
H -1.5026 1.5112 -1.8204
O -2.3580 -2.4225 -0.5986
H -2.5710 -1.4552 -0.7585
C -3.2765 -0.1409 1.5887
Si -1.8888 -1.0068 2.4948
C -2.2405 -1.2956 4.3232
C -1.5578 -2.4179 1.3882
Si 0.1567 0.2412 2.6171
Te 0.0462 2.0578 1.0165
Si 0.1756 2.7281 3.4886
C 0.0933 1.7480 5.1201
C 1.6844 3.8943 3.4441
C -1.2960 3.8874 3.4799
Si 2.2394 -0.8972 2.8402
C 2.3467 -0.9411 4.7215
C 1.9188 -2.5640 2.0262
C 3.4996 0.1739 1.8967
H -4.1284 -0.8497 1.4202
H -2.9469 0.1870 0.5719
H -3.6722 0.7565 2.1220
H -3.1089 -1.9686 4.4747
H -1.3909 -1.7640 4.8654
H -2.4799 -0.3597 4.8719
H -1.4958 -2.0578 -0.1229
H -0.6562 -3.0422 1.4307
H -2.4429 -3.0454 1.3292
H 1.0010 1.1677 5.3292
H -0.0134 2.5005 5.9042
H -0.7599 1.0550 5.2063
H 2.1289 4.0429 2.4541
H 1.3586 4.8787 3.8108
H 2.4775 3.5262 4.1029
H -1.7355 4.0783 2.4871
H -2.1081 3.5072 4.1272
H -0.9725 4.8638 3.8933
H 1.3929 -1.3070 5.1783
H 3.1546 -1.6174 5.0785
H 2.5464 0.0613 5.1636
H 1.4554 -2.4142 1.0299
H 2.8496 -3.1482 1.8707
H 1.2239 -3.1813 2.6300
H 3.1407 0.3699 0.8676
H 3.6571 1.1573 2.3767
H 4.4872 -0.3208 1.8238
```

## Properties
<S²> = 3.767
2S+1 = 4
Total charge = -2
Frontier orbital gap (spin up / spin down) = 3.513 / 3.183 eV
HOMO (spin up / spin down) = 0.74 / 1.05 eV
Max |F| = 4.7 eV Å⁻¹

Here are the Löwdin charges for atoms 1 to 8, given in e: -0.392, -0.432, -0.426, -0.108, -0.416, -0.343, -0.064, -0.086

Here is a cluster of 4 separate species, C50H27BrO10 in total from the Open Molecules 2025 dataset. Energies are from ωB97M-V/def2-TZVPD.

```
88
Properties=species:S:1:pos:R:3
C -2.7865 -3.5871 6.0453
C -2.0430 -4.3720 5.4633
C -1.2968 -5.1919 4.3765
C -0.0018 -4.9149 3.9549
C 0.8623 -3.7596 4.5743
C 1.4139 -4.2733 5.9939
O 0.7662 -4.2567 7.0065
Br 3.2803 -4.9936 6.0418
C 0.3541 -5.9462 2.8133
O 1.4243 -6.1066 2.2939
O -0.8817 -6.5657 2.5428
C -1.8430 -6.4387 3.5765
O -2.8005 -7.1148 3.8193
H -3.4716 -2.7562 6.3745
H 1.7101 -3.4182 3.9125
H 0.1992 -2.8553 4.7741
C 1.7226 1.6416 -0.5245
C 1.0021 2.0885 -1.6294
C 0.1945 1.2075 -2.3364
C 0.1134 -0.1281 -1.9483
C 0.8544 -0.5814 -0.8559
C 1.6500 0.3095 -0.1384
C 0.8160 -2.0105 -0.4616
O 1.4590 -2.4063 0.4942
C -0.0114 -2.9501 -1.2551
C -0.0138 -4.3051 -0.9332
C -0.7965 -5.1918 -1.6615
C -1.5871 -4.7265 -2.7091
C -1.5835 -3.3773 -3.0375
C -0.7885 -2.4874 -2.3176
C -0.7652 -1.0565 -2.6984
O -1.4545 -0.6494 -3.6180
H 2.3463 2.3329 0.0326
H 1.0692 3.1262 -1.9377
H -0.3684 1.5624 -3.1928
H 2.2175 -0.0344 0.7193
H 0.5973 -4.6743 -0.1163
H -0.7927 -6.2472 -1.4116
H -2.2035 -5.4182 -3.2728
H -2.1976 -3.0209 -3.8574
C -8.7407 -2.3393 1.3576
C -9.7247 -1.4405 0.9534
C -9.4580 -0.5238 -0.0549
C -8.2012 -0.4944 -0.6553
C -7.2077 -1.3788 -0.2334
C -7.4846 -2.3090 0.7668
C -5.8504 -1.3261 -0.8290
O -4.9842 -2.1002 -0.4637
C -5.5638 -0.3102 -1.8695
C -4.2784 -0.2103 -2.3977
C -4.0016 0.7289 -3.3826
C -5.0118 1.5667 -3.8505
C -6.2936 1.4747 -3.3231
C -6.5705 0.5428 -2.3247
C -7.9322 0.4765 -1.7436
O -8.8152 1.2107 -2.1484
H -8.9530 -3.0610 2.1390
H -10.7016 -1.4568 1.4243
H -10.2295 0.1704 -0.3695
H -6.7203 -3.0075 1.0891
H -3.4893 -0.8616 -2.0397
H -3.0008 0.8075 -3.7872
H -4.7973 2.2953 -4.6249
H -7.0748 2.1326 -3.6878
C 7.4494 3.2551 -3.4145
C 6.6618 2.3586 -2.6966
C 6.2311 2.6813 -1.4167
C 6.5967 3.8981 -0.8443
C 7.4060 4.7857 -1.5547
C 7.8218 4.4658 -2.8456
C 7.8439 6.0623 -0.9398
O 8.5466 6.8384 -1.5600
C 7.4184 6.3731 0.4461
C 7.8680 7.5411 1.0588
C 7.4643 7.8473 2.3519
C 6.6025 6.9928 3.0350
C 6.1564 5.8253 2.4306
C 6.5708 5.5076 1.1385
C 6.1170 4.2412 0.5160
O 5.3667 3.4914 1.1141
H 7.7777 3.0059 -4.4177
H 6.3820 1.4079 -3.1372
H 5.6137 1.9807 -0.8651
H 8.4397 5.1577 -3.4071
H 8.5367 8.2122 0.5310
H 7.8197 8.7544 2.8286
H 6.2820 7.2364 4.0422
H 5.4892 5.1611 2.9689
```

## Properties
Frontier orbital gap = 8.245 eV
Structure (SMILES) = C#CC1=C(CC(=O)Br)C(=O)OC1=O.O=C1c2ccccc2C(=O)c2ccccc21.O=C1c2ccccc2C(=O)c2ccccc21.O=C1c2ccccc2C(=O)c2ccccc21
HOMO = -9.67 eV
Max |F| = 2.8 eV Å⁻¹

Here are the Löwdin charges for atoms 1 to 8, given in e: 0.122, -0.039, -0.026, -0.037, -0.082, -0.726, 0.029, 0.636

Here is a structure of composition C18H27ClORu from the Open Molecules 2025 dataset. Energies are from ωB97M-V/def2-TZVPD.

```
48
Properties=species:S:1:pos:R:3
C 3.9100 -4.8671 -1.2628
C 3.4893 -5.4022 0.0656
C 3.1457 -5.2029 -2.4983
C 5.0862 -3.9503 -1.3480
Cl 2.1680 -2.3862 -0.6036
H 3.6821 -6.1103 -2.8902
H 3.1904 -4.3799 -3.2491
H 2.0780 -5.4428 -2.2822
H 4.0818 -6.3456 0.1672
H 2.3966 -5.6350 0.0900
H 3.7313 -4.7101 0.8933
H 5.9443 -4.6485 -1.5194
H 5.2445 -3.3700 -0.4191
H 4.9989 -3.2459 -2.2117
C -1.8013 -0.8189 0.6060
C -1.6807 -1.2074 -0.7486
C -0.8010 -2.3455 -0.8510
H -2.1456 -0.6965 -1.6034
C -0.4006 -2.6665 0.5223
C -1.0025 -1.7082 1.3927
H -0.8654 -1.6750 2.4782
H -2.4424 -0.0548 0.9799
H -0.6158 -2.9310 -1.7493
H 0.2243 -3.4928 0.8485
C 1.8545 1.3513 -0.5312
C 0.5226 1.6611 -0.8937
C 0.1240 0.7973 -1.9425
H -0.0628 2.4904 -0.5042
C 1.2091 -0.1023 -2.2339
C 2.3113 0.2727 -1.3525
H 3.3075 -0.1648 -1.3018
H 2.4475 1.8111 0.2564
H -0.8505 0.7860 -2.4357
H 1.2423 -0.8207 -3.0632
Ru 0.6495 -0.8748 -0.3596
C 0.5113 2.8063 3.7820
C -0.9267 2.3035 4.0655
C -1.1591 1.2146 3.0138
O -0.0806 1.2256 2.0362
C 0.8628 2.2607 2.3970
H 0.5759 3.9007 3.8038
H 1.2090 2.4037 4.5183
H -1.6516 3.1022 3.9225
H -1.0266 1.8994 5.0781
H -1.2010 0.2117 3.4668
H -2.1092 1.3713 2.4661
H 0.8113 3.0460 1.6364
H 1.8667 1.8069 2.3725
```

## Properties
<S²> = 6.031
2S+1 = 5
Total charge = +2
Frontier orbital gap (spin up / spin down) = 5.108 / 6.432 eV
HOMO (spin up / spin down) = -12.84 / -15.10 eV
Max |F| = 5.7 eV Å⁻¹

Here are the Löwdin charges for atoms 1 to 8, given in e: -0.260, -0.039, -0.023, -0.036, 0.305, 0.150, 0.112, 0.111

Here is an isolated molecule of C5H8O2 from the Open Molecules 2025 dataset. Energies are from ωB97M-V/def2-TZVPD.

```
15
Properties=species:S:1:pos:R:3
C -2.1893 0.1046 -0.7475
C -1.1047 -0.4431 0.1831
C 0.2925 0.0907 -0.1401
C 1.3896 -0.4889 0.7493
O 1.1821 -1.2411 1.6747
C 2.8038 0.2187 0.4548
O 2.6798 1.4282 0.3160
H -2.2612 1.1968 -0.6927
H -3.1700 -0.3052 -0.4790
H -1.9951 -0.1578 -1.7936
H -1.0903 -1.5379 0.1241
H -1.3511 -0.1983 1.2229
H 0.5660 -0.1245 -1.1833
H 0.3454 1.1834 -0.0492
H 3.9023 0.2743 0.3603
```

## Properties
Frontier orbital gap = 9.600 eV
Structure (SMILES) = CCCC(=O)C=O
HOMO = -9.50 eV
Max |F| = 3.5 eV Å⁻¹

Here are the Löwdin charges for atoms 1 to 8, given in e: -0.115, -0.258, -0.150, -0.311, 0.104, -0.106, 0.007, 0.073